[1]
Below is a 3-piece molecular cluster, C37H79BBrN3O6P overall, with properties calculated with ωB97M-V/def2-TZVPD.

ΔE to the lowest compared entry with this formula, charge and spin (kcal per mole): 0.0
DFT total energy (Eh): -5012.88276

```
! RIJCOSX wB97M-V def2-TZVPD def2/J DEFGRID3
* xyz 1 1
C 5.152 -3.503 1.643
C 5.881 -2.385 0.924
O 5.141 -1.927 -0.206
C 5.688 -2.204 -1.484
C 6.229 -0.949 -2.193
C 5.407 0.312 -1.910
C 4.196 0.484 -2.828
C 3.093 -0.545 -2.503
C 1.667 0.019 -2.349
O 0.717 -0.819 -2.976
C 0.429 -1.896 -2.130
O -0.920 -2.097 -2.021
C -1.723 -2.170 -3.218
C -3.173 -1.894 -2.800
N -4.033 -3.080 -2.895
C -4.618 -3.520 -1.623
C -3.718 -4.424 -0.752
C -2.618 -5.146 -1.523
O -3.149 -3.732 0.370
B 1.111 -3.274 -2.657
O 1.023 -3.438 -4.015
C 1.763 -4.351 -1.736
C 2.435 -5.495 -2.510
N 0.908 -1.387 -0.671
P -0.357 -1.929 0.635
C -0.462 -0.629 1.931
C -1.811 0.099 1.783
C 0.481 -3.344 1.470
C 2.010 -3.569 1.464
C 1.161 0.105 -0.902
C 2.269 0.835 -0.103
C 1.920 1.662 1.150
C 2.668 1.317 2.435
Br 2.885 -0.572 2.803
N -0.132 0.745 -0.855
C -0.312 1.904 -1.173
O -0.491 2.992 -1.495
H 5.000 -4.373 1.000
H 5.726 -3.824 2.517
H 4.181 -3.149 2.001
H 5.996 -1.533 1.604
H 6.889 -2.691 0.626
H 6.472 -2.965 -1.430
H 4.882 -2.640 -2.090
H 6.184 -1.173 -3.265
H 7.269 -0.779 -1.909
H 6.059 1.182 -2.026
H 5.054 0.311 -0.876
H 3.815 1.502 -2.704
H 4.501 0.385 -3.873
H 3.393 -1.124 -1.621
H 3.023 -1.263 -3.325
H 1.624 0.991 -2.846
H -1.366 -1.451 -3.955
H -1.677 -3.179 -3.635
H -3.571 -1.076 -3.405
H -3.133 -1.524 -1.766
H -4.811 -2.833 -3.491
H -5.512 -4.098 -1.869
H -4.956 -2.663 -1.017
H -4.374 -5.186 -0.318
H -1.733 -4.513 -1.613
H -2.965 -5.421 -2.521
H -2.331 -6.057 -0.992
H -3.229 -2.785 0.223
H 1.534 -2.835 -4.563
H 1.046 -4.754 -1.011
H 2.538 -3.823 -1.160
H 2.957 -6.173 -1.831
H 3.153 -5.109 -3.236
H 1.693 -6.080 -3.055
H 1.834 -1.778 -0.486
H 0.375 0.053 2.002
H -0.446 -1.198 2.867
H -1.763 1.148 2.082
H -2.164 0.057 0.751
H -2.579 -0.389 2.389
H -0.036 -4.245 1.134
H 0.167 -3.195 2.509
H 2.586 -2.736 1.060
H 2.365 -3.710 2.488
H 2.265 -4.482 0.931
H 3.100 0.153 0.104
H 2.652 1.549 -0.838
H 2.202 2.701 0.950
H 0.840 1.693 1.291
H 3.680 1.717 2.397
H 2.163 1.748 3.297
C 4.184 7.405 4.299
C 3.202 7.968 3.276
C 1.745 7.620 3.573
C 1.431 6.123 3.573
C 1.772 5.400 2.271
C 0.995 5.913 1.062
H 4.168 6.313 4.318
H 5.205 7.711 4.069
H 3.947 7.762 5.303
H 3.476 7.621 2.275
H 3.298 9.056 3.253
H 1.102 8.129 2.849
H 1.474 8.028 4.551
H 0.364 5.990 3.782
H 1.960 5.638 4.398
H 1.551 4.335 2.403
H 2.846 5.470 2.073
H -0.081 5.828 1.226
H 1.240 5.344 0.163
H 1.222 6.959 0.854
C -9.965 1.816 0.579
C -8.783 2.116 -0.337
C -8.009 0.869 -0.761
C -7.372 0.088 0.390
C -6.406 0.895 1.257
C -5.204 1.430 0.485
H -9.645 1.366 1.520
H -10.510 2.728 0.823
H -10.665 1.129 0.099
H -8.112 2.827 0.153
H -9.148 2.617 -1.237
H -7.237 1.158 -1.481
H -8.685 0.199 -1.301
H -6.837 -0.773 -0.029
H -8.155 -0.330 1.027
H -6.053 0.253 2.069
H -6.932 1.725 1.735
H -4.650 0.609 0.020
H -4.521 1.962 1.150
H -5.502 2.124 -0.302
*
```

[2]
Below is C37H79HgN2O15S6 as an isolated structure, with properties calculated with ωB97M-V/def2-TZVPD.

ΔE to the lowest compared entry with this formula, charge and spin (kcal per mole): 111.9
DFT total energy (Eh): -5237.39217

```
! RIJCOSX wB97M-V def2-TZVPD def2/J DEFGRID3
* xyz 1 1
Hg 2.785 2.545 -0.484
O 0.200 -0.715 0.468
C 1.067 0.312 0.258
O 1.233 1.268 1.002
O 1.562 0.407 -0.839
H 0.288 -1.033 -0.433
C 0.059 -0.249 5.776
C -0.310 -0.128 4.324
N -1.308 0.981 4.203
C -2.108 0.823 2.964
C -3.058 -0.396 3.151
C -0.691 2.339 4.251
C -1.745 3.361 4.605
H 0.388 0.662 6.276
H 0.838 -1.006 5.872
H -0.746 -0.482 6.473
H 0.509 0.024 3.622
H -0.673 -1.097 3.980
H -2.681 1.732 2.780
H -1.488 0.701 2.076
H -2.596 -1.362 3.358
H -3.697 -0.026 3.953
H -3.613 -0.648 2.247
H -0.401 2.544 3.221
H 0.157 2.368 4.935
H -2.725 3.331 4.130
H -1.547 4.422 4.452
H -1.901 3.207 5.673
C -4.978 2.545 -2.801
C -5.874 1.730 -1.747
N -5.345 0.368 -1.410
C -4.105 0.442 -0.683
C -3.318 -0.822 -0.696
C -6.418 -0.346 -0.728
C -7.411 -1.040 -1.639
H -3.914 2.583 -2.566
H -5.169 3.603 -2.981
H -5.078 2.056 -3.770
H -5.841 2.283 -0.809
H -6.914 1.852 -2.050
H -3.428 1.183 -1.107
H -4.239 0.805 0.336
H -3.677 -1.647 -0.081
H -3.138 -1.003 -1.756
H -2.355 -0.508 -0.294
H -6.975 0.292 -0.042
H -6.135 -1.097 0.010
H -8.126 -1.676 -1.117
H -6.887 -1.812 -2.203
H -7.917 -0.347 -2.311
C -1.086 -3.145 -1.825
C 0.414 -3.212 -2.304
C 0.349 -3.246 -3.857
S -0.866 -4.641 -4.142
O -0.201 -5.988 -4.116
O -1.767 -4.387 -5.294
C -1.793 -4.365 -2.480
H -1.381 -2.185 -2.247
H -1.131 -3.196 -0.737
H 0.765 -4.123 -1.819
H 1.049 -2.371 -2.025
H 1.247 -3.457 -4.438
H -0.180 -2.362 -4.212
H -1.704 -5.266 -1.874
H -2.806 -4.252 -2.866
C 4.467 -2.217 -0.766
C 4.063 -2.513 -2.249
C 3.686 -1.217 -2.960
S 4.848 0.033 -2.274
O 4.129 1.122 -1.591
O 5.903 0.313 -3.239
C 5.467 -1.082 -0.923
H 4.812 -3.096 -0.221
H 3.629 -1.815 -0.198
H 3.226 -3.204 -2.149
H 4.862 -3.008 -2.802
H 2.723 -0.833 -2.623
H 3.709 -1.112 -4.045
H 5.747 -0.573 0.000
H 6.380 -1.529 -1.316
C 2.431 -3.697 2.608
C 2.094 -5.023 3.220
C 2.436 -6.085 2.207
S 1.757 -5.347 0.607
O 0.437 -5.910 0.299
O 2.836 -5.295 -0.415
C 1.575 -3.673 1.367
H 3.506 -3.698 2.427
H 2.319 -2.796 3.211
H 1.059 -4.979 3.559
H 2.779 -5.241 4.039
H 2.059 -7.106 2.270
H 3.512 -6.226 2.105
H 0.592 -3.526 1.813
H 1.800 -2.970 0.565
C -2.329 5.262 -1.137
C -2.440 3.793 -0.555
C -1.732 3.746 0.802
S -0.181 4.717 0.443
O 0.808 3.786 -0.083
O 0.137 5.596 1.610
C -0.886 5.737 -0.969
H -3.097 5.819 -0.601
H -2.753 5.418 -2.129
H -1.891 3.172 -1.263
H -3.510 3.588 -0.542
H -1.432 2.749 1.123
H -2.393 4.243 1.513
H -0.162 5.645 -1.778
H -0.849 6.768 -0.616
C 3.748 1.464 4.753
C 5.191 0.946 4.793
C 5.717 0.800 3.328
S 4.174 0.435 2.349
O 4.114 -0.981 2.087
O 3.940 1.451 1.306
C 2.975 0.681 3.745
H 3.754 2.521 4.484
H 3.406 1.403 5.786
H 5.077 -0.069 5.173
H 5.781 1.500 5.522
H 6.517 0.073 3.187
H 6.020 1.792 2.991
H 2.692 -0.300 4.128
H 2.085 1.188 3.372
C 0.053 2.598 -5.963
C -0.771 1.755 -5.024
C 0.209 0.889 -4.276
S 1.632 2.115 -3.941
O 2.856 1.493 -4.378
O 1.595 2.665 -2.578
C 1.183 3.356 -5.211
H -0.605 3.235 -6.554
H 0.534 1.937 -6.684
H -1.663 1.274 -5.423
H -1.277 2.458 -4.361
H 0.678 0.066 -4.815
H -0.116 0.461 -3.327
H 2.088 3.686 -5.721
H 0.809 4.248 -4.708
*
```

[3]
Below is a 4-piece molecular cluster, C37H79NO9PS3 overall, with properties calculated with ωB97M-V/def2-TZVPD.

DFT total energy (Eh): -3724.91925

```
! RIJCOSX wB97M-V def2-TZVPD def2/J DEFGRID3
* xyz -1 1
C 1.608 -4.442 0.835
C 1.305 -5.407 -0.328
C 0.393 -4.813 -1.395
C -1.038 -4.543 -0.870
C -1.290 -3.043 -0.600
C -2.261 -2.790 0.552
C -1.721 -3.147 1.936
C -0.886 -2.035 2.628
N -1.207 -0.679 2.147
C -1.832 0.185 3.160
C -2.884 1.061 2.480
C -4.226 0.326 2.338
C -4.835 0.626 0.960
C -6.343 0.346 0.881
C -6.749 -0.370 -0.413
C -6.181 0.264 -1.694
C -6.433 1.767 -1.723
C -0.084 -0.017 1.561
S -0.222 0.526 0.047
S 1.336 0.310 2.589
C 2.701 -0.733 1.990
C 3.117 -0.641 0.523
C 4.246 0.361 0.222
P 3.936 2.198 0.697
C 3.717 4.008 1.348
C 2.871 4.065 2.634
C 3.978 2.815 -1.153
S 2.374 2.844 -2.037
C 1.276 3.828 -1.001
C 1.398 5.339 -1.195
H 2.677 -4.476 1.024
H 1.382 -3.414 0.598
H 1.115 -4.766 1.747
H 2.248 -5.655 -0.806
H 0.808 -6.287 0.070
H 0.806 -3.910 -1.828
H 0.312 -5.557 -2.187
H -1.777 -4.877 -1.591
H -1.171 -5.141 0.031
H -0.360 -2.511 -0.436
H -1.752 -2.654 -1.502
H -3.105 -3.455 0.354
H -2.649 -1.779 0.511
H -2.556 -3.465 2.555
H -1.069 -4.007 1.804
H -1.122 -2.093 3.688
H 0.176 -2.244 2.551
H -1.101 0.806 3.683
H -2.343 -0.402 3.918
H -2.545 1.254 1.470
H -2.990 2.028 2.968
H -4.918 0.562 3.141
H -3.977 -0.734 2.343
H -4.278 0.029 0.246
H -4.628 1.666 0.726
H -6.896 1.271 0.991
H -6.608 -0.288 1.725
H -7.837 -0.295 -0.485
H -6.499 -1.423 -0.352
H -5.120 0.033 -1.704
H -6.605 -0.245 -2.553
H -7.243 2.046 -1.060
H -5.555 2.311 -1.399
H -6.704 2.135 -2.707
H 3.543 -0.427 2.598
H 2.510 -1.768 2.250
H 2.290 -0.450 -0.157
H 3.498 -1.632 0.263
H 5.155 0.041 0.734
H 4.465 0.256 -0.841
H 2.499 2.018 0.588
H 3.948 1.766 2.119
H 5.408 2.380 0.771
H 4.699 4.436 1.552
H 3.223 4.670 0.633
H 3.451 3.783 3.504
H 2.007 3.416 2.491
H 2.499 5.082 2.749
H 4.338 3.844 -1.160
H 4.652 2.258 -1.799
H 0.265 3.507 -1.232
H 1.419 3.612 0.047
H 2.412 5.662 -1.391
H 1.021 5.811 -0.290
H 0.747 5.686 -1.992
C -2.085 -0.217 -5.927
C -3.418 -0.557 -5.296
O -4.429 0.393 -5.678
C -4.967 0.209 -6.880
O -4.707 -0.676 -7.656
O -5.857 1.187 -7.088
C -6.479 1.150 -8.372
H -1.809 0.813 -5.701
H -1.306 -0.881 -5.552
H -2.131 -0.316 -7.011
H -3.345 -0.494 -4.212
H -3.734 -1.570 -5.544
H -6.909 0.171 -8.572
H -5.760 1.409 -9.147
H -7.272 1.894 -8.355
C 4.651 -7.193 1.940
C 3.493 -7.704 2.770
O 2.966 -8.926 2.227
C 3.649 -10.029 2.523
O 4.635 -10.099 3.213
O 3.046 -11.062 1.924
C 3.702 -12.316 2.112
H 4.358 -7.105 0.893
H 4.978 -6.217 2.298
H 5.496 -7.879 1.987
H 2.676 -6.985 2.747
H 3.778 -7.842 3.812
H 3.874 -12.513 3.168
H 4.646 -12.332 1.569
H 3.042 -13.078 1.708
C 4.349 7.888 0.052
C 2.969 7.786 0.663
O 2.873 8.571 1.869
C 2.682 9.872 1.698
O 2.560 10.454 0.648
O 2.641 10.449 2.909
C 2.490 11.866 2.878
H 5.110 7.629 0.790
H 4.438 7.212 -0.797
H 4.552 8.904 -0.290
H 2.774 6.758 0.959
H 2.194 8.080 -0.043
H 1.636 12.156 2.269
H 3.397 12.334 2.498
H 2.324 12.185 3.903
*
```

Number 1: Kohn-Sham gap 9.5567 eV. Number 2: Kohn-Sham gap 5.8782 eV. Number 3: Kohn-Sham gap 5.6390 eV.